(1)
C35H47BrN8O2PbSSb2 as an isolated structure. Source: the OMol25 dataset; level of theory: ωB97M-V/def2-TZVPD.

Geometry (Å):
Pb -0.767 -0.346 0.649
Br -1.902 0.846 3.047
C -1.372 -0.594 4.190
C -1.571 -0.409 5.521
C -1.232 -1.459 6.406
C -0.738 -2.626 5.911
C -0.548 -2.815 4.518
C -0.076 -4.056 4.018
C 0.087 -4.250 2.682
C -0.179 -3.193 1.780
C -0.636 -1.974 2.205
C -0.849 -1.775 3.602
H -1.990 0.512 5.899
H -1.380 -1.325 7.467
H -0.489 -3.440 6.580
H 0.135 -4.849 4.723
H 0.422 -5.208 2.308
H -0.011 -3.376 0.723
C 1.253 3.372 3.340
Sb 1.339 2.341 1.472
C -0.181 3.561 0.563
C 3.058 3.427 0.689
C 2.746 4.222 -0.546
C 2.452 5.577 -0.399
C 2.100 6.374 -1.474
C 2.053 5.824 -2.747
C 2.369 4.487 -2.912
C 2.712 3.672 -1.833
C 3.086 2.249 -2.124
Sb 1.390 0.895 -2.212
C 1.886 -0.105 -4.093
C 0.016 2.136 -3.310
H 1.311 4.442 3.148
H 2.080 3.073 3.982
H 0.315 3.142 3.842
H 0.034 4.614 0.738
H -1.146 3.313 1.007
H -0.237 3.397 -0.513
H 3.866 2.713 0.539
H 3.340 4.095 1.501
H 2.513 6.017 0.590
H 1.881 7.421 -1.321
H 1.799 6.435 -3.601
H 2.384 4.066 -3.911
H 3.772 1.804 -1.408
H 3.517 2.171 -3.122
H 1.834 0.502 -4.992
H 0.652 -1.684 -4.853
H 2.742 -0.775 -4.086
H 0.465 2.486 -4.238
H -0.278 3.003 -2.722
H -0.856 1.522 -3.538
O 0.640 -0.999 -4.158
C 0.512 -1.639 -2.799
C 3.025 -0.568 3.052
N 3.482 -1.698 2.274
C 4.866 -2.079 2.507
C 2.850 -1.945 1.080
O 2.150 -1.088 0.516
N 3.021 -3.192 0.561
C 3.386 -4.359 1.342
C 2.729 -3.428 -0.834
H 3.310 -0.724 4.092
H 1.942 -0.489 2.992
H 3.471 0.374 2.709
H 5.498 -1.186 2.509
H 5.222 -2.739 1.722
H 4.980 -2.582 3.469
H 3.333 -4.134 2.402
H 4.389 -4.717 1.095
H 2.680 -5.162 1.123
H 2.517 -2.484 -1.325
H 1.856 -4.080 -0.947
H 3.578 -3.918 -1.316
C -3.229 0.714 -6.010
C -3.203 -0.580 -5.263
C -4.150 -1.578 -5.477
C -4.055 -2.737 -4.736
N -3.078 -2.922 -3.842
C -2.248 -1.911 -3.729
S -0.975 -2.278 -2.482
N -2.231 -0.751 -4.353
H -3.735 0.614 -6.968
H -2.216 1.080 -6.170
H -3.770 1.460 -5.425
H -4.935 -1.448 -6.207
H -4.761 -3.549 -4.856
N -4.379 2.560 -1.922
C -5.428 1.972 -1.312
N -6.634 2.531 -1.428
N -5.340 0.867 -0.600
C -4.190 0.281 -0.450
N -3.211 -0.302 -0.226
H -4.465 3.448 -2.384
H -3.456 2.188 -1.777
H -6.796 3.383 -1.934
H -7.406 2.083 -0.964

Properties
energy relative to the best compared isomer or geometry (same formula, charge and spin)	103.6	kcal/mol
2S+1	1
HOMO-LUMO gap	5.76	eV
HOMO	-12.035	eV
net charge	+2



(2)
One molecule with the formula C16H26N2O3S at a distorted geometry. Source: the OMol25 dataset; level of theory: ωB97M-V/def2-TZVPD.

Geometry (Å):
C 4.557 -3.093 0.196
H 4.214 -2.245 -0.389
H 5.454 -2.809 0.740
H 4.811 -3.902 -0.486
C 3.465 -3.534 1.163
C 2.159 -3.826 0.450
H 2.304 -4.391 -0.468
H 1.446 -4.343 1.086
S 1.306 -2.291 -0.027
O 0.011 -2.671 -0.522
O 2.144 -1.506 -0.887
N 1.196 -1.532 1.472
C 1.639 -0.153 1.510
C 0.565 0.782 0.961
N -0.647 0.622 1.743
C -1.136 -0.740 1.626
C -0.072 -1.708 2.148
H -0.398 -2.736 1.985
H 0.097 -1.540 3.216
H -2.040 -0.841 2.231
H -1.366 -1.014 0.585
C -1.660 1.631 1.453
C -2.182 1.613 0.036
C -3.233 0.781 -0.315
C -3.681 0.695 -1.622
C -3.066 1.455 -2.597
C -2.026 2.308 -2.269
C -1.575 2.399 -0.958
O -0.558 3.210 -0.539
C 0.055 4.103 -1.444
C -0.793 5.341 -1.718
H -0.254 6.017 -2.377
H -1.008 5.855 -0.784
H -1.737 5.071 -2.185
H 0.984 4.396 -0.944
H 0.319 3.592 -2.378
H -1.570 2.892 -3.054
H -3.395 1.394 -3.624
H -4.499 0.038 -1.874
H -3.714 0.194 0.455
H -2.486 1.463 2.150
H -1.212 2.604 1.665
H 0.895 1.819 1.037
H 0.410 0.534 -0.103
H 2.544 -0.083 0.908
H 1.862 0.097 2.552
H 3.279 -2.748 1.897
H 3.791 -4.429 1.700

Properties
energy relative to the best compared isomer or geometry (same formula, charge and spin)	64.1	kcal/mol
2S+1	1
HOMO-LUMO gap	9.09	eV
HOMO	-8.280	eV
structure (SMILES)	CCCS(=O)(=O)N1CCN(Cc2ccccc2OCC)CC1



(3)
CHF3O4PTl as an isolated structure at a distorted geometry. Source: the OMol25 dataset; level of theory: ωB97M-V/def2-TZVPD.

Geometry (Å):
P 2.307 0.133 0.491
F 2.111 0.903 -0.848
F 3.852 0.290 0.661
F 1.815 1.135 1.574
O 1.881 -1.273 0.573
O -2.589 -1.015 0.420
O -0.964 0.103 -0.578
O -3.098 0.735 -0.838
C -2.175 -0.058 -0.265
H -2.754 1.073 -1.674
Tl -0.387 -2.026 0.483

Properties
energy relative to the best compared isomer or geometry (same formula, charge and spin)	9.2	kcal/mol
2S+1	1
HOMO-LUMO gap	9.23	eV
HOMO	-9.242	eV



(4)
C23H28F3NNbOS as an isolated structure at a distorted geometry. Source: the OMol25 dataset; level of theory: ωB97M-V/def2-TZVPD.

Geometry (Å):
C -3.645 0.376 4.099
C -4.122 -0.505 2.965
O -3.017 -1.038 2.277
C -3.135 -1.139 0.879
C -1.772 -0.927 0.241
Nb -1.429 1.238 -0.045
N -0.738 3.316 -0.033
C 0.110 3.503 0.771
S 1.236 3.873 1.839
H -3.451 -0.189 5.001
H -4.374 1.149 4.313
H -2.735 0.868 3.779
H -4.741 0.071 2.284
H -4.732 -1.323 3.352
H -3.529 -2.122 0.607
H -3.854 -0.406 0.514
H -1.756 -1.396 -0.739
H -1.034 -1.393 0.881
H -2.788 1.776 1.100
H -2.747 1.380 -1.344
H -0.286 0.955 -1.475
H -0.184 0.975 1.294
F -3.860 6.334 6.335
C -2.609 6.451 5.827
C -2.160 5.501 4.933
C -0.878 5.630 4.418
C -0.076 6.695 4.804
C -0.554 7.635 5.705
C -1.835 7.519 6.227
H -2.801 4.678 4.648
H -0.498 4.901 3.713
H 0.921 6.789 4.394
H 0.071 8.466 6.007
H -2.233 8.241 6.928
F -2.117 -2.146 -3.193
C -1.064 -2.971 -3.309
C 0.183 -2.484 -2.971
C 1.273 -3.332 -3.087
C 1.108 -4.635 -3.536
C -0.159 -5.097 -3.865
C -1.262 -4.264 -3.750
H 0.280 -1.464 -2.621
H 2.257 -2.975 -2.818
H 1.965 -5.290 -3.622
H -0.292 -6.113 -4.213
H -2.260 -4.601 -3.995
F 4.438 -4.020 -2.350
C 5.112 -3.780 -3.492
C 5.398 -2.474 -3.834
C 6.090 -2.236 -5.011
C 6.482 -3.292 -5.822
C 6.178 -4.595 -5.454
C 5.488 -4.849 -4.279
H 5.077 -1.667 -3.189
H 6.322 -1.219 -5.294
H 7.019 -3.099 -6.740
H 6.477 -5.420 -6.086
H 5.241 -5.856 -3.970

Properties
2S+1	1
HOMO-LUMO gap	7.28	eV
HOMO	-5.043	eV
net charge	-1



(5)
A 2-piece molecular cluster, C6H7NO2S overall at a distorted geometry. Source: the OMol25 dataset; level of theory: ωB97M-V/def2-TZVPD.

Geometry (Å):
C 3.082 -1.413 0.609
C 1.642 -1.605 0.781
C 3.505 -0.242 0.097
C 1.180 -0.408 0.413
C -2.210 1.358 0.612
C -1.683 0.097 1.007
N -1.748 -1.002 0.079
O -1.642 -2.140 0.447
O -2.034 -0.714 -1.051
S 2.130 0.829 -0.231
H 3.840 -2.229 0.770
H 1.085 -2.235 1.270
H 4.441 0.175 -0.007
H -1.957 1.343 -0.423
H -1.783 2.176 1.157
H -3.278 1.665 0.726
H -1.297 -0.113 2.075

Properties
energy relative to the best compared isomer or geometry (same formula, charge and spin)	194.4	kcal/mol
2S+1	1
HOMO-LUMO gap (alpha / beta)	8.08 / 8.32	eV
HOMO (alpha / beta)	-9.454 / -9.147	eV



(6)
One molecule with the formula C2H5F2N at a distorted geometry. Source: the OMol25 dataset; level of theory: ωB97M-V/def2-TZVPD.

Geometry (Å):
C -0.185 -0.540 -0.197
C 1.095 0.169 0.340
H -2.156 -0.005 -0.330
H -1.226 1.165 -0.190
H -0.136 -0.624 -1.300
H -0.349 -1.612 0.205
H 0.938 0.163 1.425
N -1.363 0.283 0.233
F 2.222 -0.467 -0.035
F 1.160 1.468 -0.149

Properties
energy relative to the best compared isomer or geometry (same formula, charge and spin)	14.4	kcal/mol
2S+1	1
HOMO-LUMO gap	11.33	eV
HOMO	-10.250	eV
structure (SMILES)	NCC(F)F